Entry 1:
Here is a single C8H5NO molecule in a non-equilibrium geometry from OMol25. Energies are from ωB97M-V/def2-TZVPD.

The geometry in ORCA input format:
```
! RIJCOSX wB97M-V def2-TZVPD def2/J DEFGRID3
* xyz 0 1
C -5.69696 0.51813 -0.05116
C -4.51081 0.25687 -0.04287
C -3.15852 0.00211 -0.03315
C -1.95670 -0.20869 -0.03791
C -0.60895 -0.47311 -0.07506
C 0.58115 -0.71763 -0.11075
C 2.01467 -0.96373 -0.10754
C 2.85253 0.29769 -0.20232
N 2.51658 1.48098 0.13390
H -6.74944 0.74480 -0.05263
H 2.30033 -1.50943 0.80552
H 2.29217 -1.61397 -0.95208
O 4.14988 0.00332 -0.11701
H 1.50552 1.58702 0.19449
H 4.46856 0.59565 0.64856
*
```

Highest occupied orbital energy ... -9.22 eV
Lowest unoccupied orbital energy ... 0.006 hartree
F_max ... 3.25 eV/A
Structure (SMILES) ... [H]/N=C(/O)CC#CC#CC#C
Energy above the lowest of the compared OMol25 structures with the same formula, charge and spin ... 484.5 kJ/mol
Electronic energy ... -11908.915 eV

Mulliken population analysis, charges in e, atoms 1 to 5:
1. C -0.483
2. C -0.110
3. C 0.116
4. C 0.145
5. C -0.007

=====

Entry 2:
Here is a single C19H21BrN2O5S molecule in a non-equilibrium geometry from OMol25. Energies are from ωB97M-V/def2-TZVPD.

The geometry in ORCA input format:
```
! RIJCOSX wB97M-V def2-TZVPD def2/J DEFGRID3
* xyz 0 1
O -2.33072 3.24430 -0.78902
O 3.02278 1.56808 -0.64280
O 2.92912 2.88372 1.37230
Br -4.29527 -1.20257 5.24077
N -1.37908 0.24137 2.69913
O 0.31531 -2.65187 -3.52971
O 1.62474 -2.97397 -0.97567
C -2.43274 2.43953 0.16971
C -2.09109 -0.37255 3.68900
C -2.03456 1.07199 1.89351
C -0.62592 -0.66060 -2.72727
C -4.16029 0.67548 3.02139
C -0.79672 0.36767 -1.80322
C 0.69701 -0.81429 -0.34613
C -3.46361 -0.18985 3.86464
C 0.22324 -1.75720 -2.52457
C 0.86207 -1.85661 -1.26400
C -3.39253 1.34578 2.03575
C -0.06368 0.34417 -0.60879
N -1.43573 1.73440 0.84290
C 0.07202 -4.00844 -3.12547
C -3.80447 2.23631 0.86916
C 3.50102 -4.18181 -0.00114
C 2.66252 -2.90126 0.01819
C 2.95860 4.20781 -0.87690
C 0.63532 2.74141 -0.06707
C -0.02366 1.45198 0.40445
S 2.45298 2.74936 0.00367
H -1.54480 -0.98641 4.37457
H -1.13939 -0.56577 -3.65759
H -5.24197 0.83377 3.18907
H -1.37470 1.21185 -2.07305
H 1.24856 -0.82059 0.55362
H -0.57957 -4.06006 -2.22320
H 1.00402 -4.48977 -2.86625
H -0.40806 -4.56883 -3.92096
H -4.49309 1.69027 0.19745
H -4.25221 3.17334 1.18876
H 4.21762 -4.15949 0.86443
H 4.10914 -4.27413 -0.92528
H 2.87276 -5.04102 0.09344
H 2.16972 -2.79584 1.01110
H 3.32109 -2.06334 -0.11160
H 2.54947 5.13167 -0.48999
H 2.69871 4.14508 -1.92044
H 4.06086 4.32655 -0.85251
H 0.32244 2.92395 -1.07224
H 0.28803 3.54840 0.54521
H 0.54472 1.10802 1.25262
*
```

Highest occupied orbital energy ... -8.33 eV
Lowest unoccupied orbital energy ... 0.011 hartree
F_max ... 3.56 eV/A
Structure (SMILES) ... CCOc1cc([C@@H](CS(C)(=O)=O)N2C(=O)Cc3cc(Br)cnc32)ccc1OC
Energy above the lowest of the compared OMol25 structures with the same formula, charge and spin ... 183.2 kJ/mol
Electronic energy ... -114137.933 eV

Mulliken population analysis, charges in e, atoms 1 to 5:
1. O -0.651
2. O -0.645
3. O -0.705
4. Br -0.193
5. N -0.445

=====

Entry 3:
Here is a molecular structure, C41H51N7OPt in a non-equilibrium geometry from OMol25. Energies are from ωB97M-V/def2-TZVPD.

The geometry in ORCA input format:
```
! RIJCOSX wB97M-V def2-TZVPD def2/J DEFGRID3
* xyz 0 1
Pt -0.01808 -0.66711 0.30850
C 4.28783 -0.83408 -4.08754
C 3.61728 -2.15541 -3.69984
C 3.00404 -2.10817 -2.33609
C 3.48831 -2.60593 -1.16891
C 4.76322 -3.34957 -0.92378
C 5.84640 -2.47448 -0.28662
C 2.53911 -2.24347 -0.13726
N 1.51327 -1.53128 -0.68107
C 1.75802 -1.44135 -2.02158
C 0.93042 -0.83873 -2.94414
C -0.24341 -0.15819 -2.67189
C -1.09003 0.47635 -3.66078
C -0.89351 0.43783 -5.14475
C -1.85805 -0.51585 -5.85207
C -2.09142 1.08678 -2.97459
C -1.85678 0.83692 -1.57187
C -2.50616 1.50076 -0.54755
C -2.40077 1.14702 0.78309
N -1.48937 0.27634 1.30512
C -1.73840 0.20455 2.64108
C -1.03017 -0.56821 3.54246
C 0.08018 -1.33442 3.26269
N 0.66821 -1.44889 2.03615
C 1.75983 -2.25023 2.19336
C 2.64871 -2.59489 1.19489
C 1.86521 -2.67137 3.57488
C 0.82639 -2.10378 4.23616
C 0.45679 -2.24778 5.67892
C -0.69787 -3.22996 5.89340
C 2.95705 -3.53330 4.12684
C 4.20686 -2.72756 4.49079
C -2.84684 1.06837 2.98712
C -3.24661 1.66354 1.83454
C -4.36649 2.62986 1.61896
C -5.69197 1.93499 1.29598
C -3.42549 1.21479 4.35790
C -4.36335 0.06418 4.73431
N -0.73285 0.07465 -1.42338
C -3.24838 1.86535 -3.51192
C -4.56623 1.08673 -3.45880
H 4.77384 -0.90938 -5.06145
H 5.04517 -0.56054 -3.35053
H 3.55924 -0.02276 -4.13059
H 4.35448 -2.95931 -3.73935
H 2.85216 -2.40903 -4.43857
H 5.13482 -3.75082 -1.86848
H 4.56641 -4.21467 -0.28455
H 6.10607 -1.64570 -0.94770
H 6.75316 -3.04917 -0.09199
H 5.50293 -2.04887 0.65730
H 1.24075 -0.88413 -3.97933
H 0.13147 0.14205 -5.37703
H -1.00742 1.44514 -5.55585
H -1.73707 -1.53268 -5.47520
H -1.68514 -0.52574 -6.92937
H -2.89349 -0.22196 -5.67776
H -3.46177 1.92922 -0.81948
H -1.36826 -0.55062 4.57054
H 3.49745 -3.20326 1.47741
H 0.19161 -1.27031 6.09067
H 1.33047 -2.58455 6.24074
H -1.59123 -2.90735 5.35698
H -0.94722 -3.31960 6.95171
H -0.43176 -4.21975 5.51938
H 3.21831 -4.30572 3.39934
H 2.59097 -4.06391 5.00817
H 4.58923 -2.19237 3.61983
H 4.99962 -3.37385 4.87045
H 3.97455 -1.98408 5.25475
H -4.10171 3.31751 0.81270
H -4.48831 3.24881 2.51114
H -5.58397 1.27404 0.43351
H -6.47566 2.66100 1.07451
H -6.02369 1.32098 2.13463
H -3.96707 2.16130 4.41910
H -2.62174 1.28352 5.09627
H -5.16900 -0.03057 4.00513
H -4.80739 0.22090 5.71840
H -3.82800 -0.88689 4.74856
H -3.03795 2.15576 -4.54490
H -3.35570 2.79572 -2.94634
H -4.50670 0.17471 -4.05422
H -5.39436 1.68929 -3.83460
H -4.79945 0.78738 -2.43566
C -0.80712 5.44139 -2.83531
N 0.08745 4.55933 -2.10223
C 1.38082 4.41999 -2.47563
C 2.19486 3.52146 -1.88924
C 1.62047 2.74299 -0.82918
N 0.38458 2.90291 -0.42198
C -0.45700 3.74540 -1.08187
O -1.65739 3.79425 -0.86458
N 2.37065 1.81967 -0.19051
H -0.25551 6.32250 -3.15953
H -1.61800 5.73476 -2.17670
H -1.22909 4.93210 -3.70368
H 1.71472 5.06954 -3.27474
H 3.22106 3.40413 -2.20183
H 3.24087 1.52208 -0.59385
H 1.86504 1.15282 0.37987
*
```

Highest occupied orbital energy ... -6.49 eV
Lowest unoccupied orbital energy ... -0.016 hartree
F_max ... 2.66 eV/A
Electronic energy ... -59074.672 eV

Mulliken population analysis, charges in e, atoms 1 to 5:
1. Pt 0.558
2. C -1.064
3. C -1.160
4. C 0.642
5. C 0.700

=====

Entry 4:
Here is 2 unconnected molecules or ions with the total composition C6H14O from OMol25. Energies are from ωB97M-V/def2-TZVPD.

The geometry in ORCA input format:
```
! RIJCOSX wB97M-V def2-TZVPD def2/J DEFGRID3
* xyz 0 1
C 1.55164 -0.18330 -0.27902
C 2.65236 -0.30191 0.77546
C 1.52853 1.12951 -1.06674
H 1.64857 -1.01581 -0.99029
H 0.40030 -0.79248 -0.02026
H 2.57980 -1.24476 1.31932
H 0.69005 1.15834 -1.76293
H 1.43466 1.98535 -0.39571
H 2.58604 0.51115 1.50102
H 3.63750 -0.25194 0.30611
H 2.45500 1.24760 -1.63343
C -2.87633 -1.25317 -0.03219
C -1.91016 -0.18087 0.39489
C -2.18484 1.13057 0.31880
O -0.74244 -0.66078 0.86821
H 0.49161 -0.00557 0.48720
H -2.43280 -1.86779 -0.82137
H -3.08422 -1.91714 0.81080
H -3.81566 -0.83702 -0.39654
H -3.13554 1.48266 -0.05563
H -1.47408 1.86735 0.67231
*
```

Highest occupied orbital energy ... -7.86 eV
Lowest unoccupied orbital energy ... 0.031 hartree
F_max ... 0.20 eV/A
Energy above the lowest of the compared OMol25 structures with the same formula, charge and spin ... 405.7 kJ/mol
Electronic energy ... -8492.688 eV

Mulliken population analysis, charges in e, atoms 1 to 5:
1. C 0.509
2. C -1.285
3. C -1.320
4. H 0.335
5. H 0.146